Entry 1:
{"formula": "C4H13NOS", "method": "ωB97M-V/def2-TZVPD", "total_charge": 0, "smiles": "CN[C@@H](C)CS.O", "e_tot_ev": -18730.261, "homo_ev": -8.911, "mol_weight_g_mol": 123.2, "symbols": ["H", "H", "O", "C", "H", "C", "H", "H", "H", "H", "H", "H", "H", "C", "N", "H", "H", "H", "C", "S"], "xyz": [[-1.765, -0.437, -2.070], [-1.815, -0.199, -0.279], [-5.359, 1.576, 4.446], [-1.421, -0.812, -1.060], [0.758, 0.804, -1.598], [2.261, -0.662, -1.438], [-4.846, 2.342, 4.681], [0.065, -1.640, -0.113], [2.540, -1.665, -0.834], [2.202, -0.962, -2.529], [-1.995, -1.702, -1.010], [2.024, 1.376, 0.258], [0.461, 1.466, 0.606], [1.205, 0.702, 0.400], [-0.017, -1.101, -1.015], [4.653, -0.416, -1.577], [1.196, 0.014, 1.277], [-4.788, 0.784, 4.135], [0.968, -0.027, -0.922], [3.673, 0.557, -1.361]], "forces_ev_per_angstrom": [[0.7, 0.2, 1.0], [-0.2, 1.0, 0.6], [0.3, -2.6, -0.9], [-0.9, 1.0, -2.2], [-0.5, -0.3, -0.5], [1.5, -2.0, -0.1], [0.8, 0.0, 0.0], [0.4, 0.4, -1.3], [-0.6, 2.4, -1.2], [-0.4, 0.3, 1.4], [-0.2, -1.3, 0.3], [1.2, -0.3, 0.5], [-0.9, -0.3, -0.1], [-1.5, -0.4, 0.6], [0.2, -0.9, 2.1], [-0.9, 1.1, 0.1], [0.7, 0.6, -0.5], [-1.1, 2.6, 1.0], [0.6, 0.3, -0.5], [0.7, -1.7, -0.2]], "mulliken_charge": [0.28, 0.35, -0.65, -0.96, 0.28, -0.65, 0.32, 0.28, 0.30, 0.37, 0.38, 0.43, 0.36, -1.35, -0.35, 0.14, 0.28, 0.33, 0.15, -0.27]}

=====

Entry 2:
{"formula": "C23H25Br2N2", "method": "ωB97M-V/def2-TZVPD", "total_charge": 1, "e_tot_ev": -167310.177, "homo_ev": -9.629, "mol_weight_g_mol": 489.3, "symbols": ["H", "N", "C", "H", "C", "C", "C", "H", "H", "C", "H", "C", "H", "H", "H", "C", "C", "C", "C", "C", "C", "C", "H", "C", "N", "C", "H", "H", "H", "Br", "C", "H", "Br", "H", "H", "H", "H", "C", "H", "C", "C", "H", "C", "H", "H", "C", "C", "H", "H", "C", "H", "H"], "xyz": [[-4.412, -1.280, -2.557], [0.254, -1.582, -1.705], [1.133, -3.404, 3.711], [-2.448, 1.458, -1.051], [0.523, -0.462, 0.647], [-0.642, -1.105, -0.834], [-3.061, -0.705, 0.573], [2.026, -2.459, -2.337], [-2.301, -0.029, 0.981], [-0.025, -2.615, 1.745], [-3.362, 0.914, -2.462], [1.444, 4.179, -0.863], [-4.018, -0.368, 0.985], [-0.285, -4.578, 2.563], [-2.543, -1.937, -3.362], [-0.404, -2.061, -2.836], [1.471, -1.130, 2.942], [1.741, -2.152, 3.848], [-1.703, -1.749, -2.707], [0.218, -3.626, 2.672], [3.929, 4.218, 0.424], [1.258, 0.744, 0.666], [0.481, 4.156, -1.371], [3.462, 5.368, -0.238], [-1.857, -1.182, -1.458], [-3.286, 0.826, -1.375], [-4.208, 1.210, -0.919], [2.428, -1.987, 4.669], [4.899, 4.232, 0.914], [1.508, -4.818, 4.921], [2.212, 5.341, -0.889], [2.243, -0.833, -1.646], [4.485, 6.953, -0.230], [1.911, -0.152, 3.142], [-2.870, -1.728, 0.920], [-5.196, -1.135, -0.978], [-0.725, -2.770, 0.924], [1.053, 1.847, -0.157], [0.097, -2.558, -3.644], [0.653, -1.372, 1.789], [-3.119, -0.631, -0.944], [2.002, 0.884, 1.469], [1.680, -1.773, -1.539], [3.544, 2.164, 0.921], [-4.145, -2.516, -1.313], [-4.277, -1.447, -1.488], [1.880, 3.015, -0.183], [1.897, -2.246, -0.573], [-0.720, -0.248, -0.019], [3.153, 3.059, 0.442], [1.854, 6.225, -1.409], [0.167, 1.847, -0.779]], "forces_ev_per_angstrom": [[-0.1, 0.0, 0.0], [-0.3, -1.0, -1.1], [-0.3, 0.1, -0.5], [-0.1, -0.1, 0.1], [1.0, -1.4, 1.6], [1.5, 0.3, -1.1], [-0.3, -0.1, 0.4], [-0.3, 0.4, 0.4], [-0.1, -0.1, 0.1], [0.8, 0.1, 0.3], [-0.1, 0.0, 0.1], [0.4, -0.4, 0.4], [0.2, -0.1, -0.1], [0.0, 0.0, 0.1], [0.2, 0.0, 0.2], [0.7, 0.7, 0.4], [-0.4, 0.1, -0.8], [-0.4, -0.5, -0.2], [-0.5, -0.1, 0.8], [0.2, 0.5, 0.1], [-0.3, 0.2, -0.2], [-1.2, 3.5, -3.0], [0.2, 0.1, 0.1], [-0.8, -0.8, 0.0], [0.4, 0.0, 0.1], [0.1, 0.2, -0.1], [0.3, 0.0, -0.2], [-0.1, 0.1, 0.0], [-0.2, 0.0, -0.1], [0.0, 0.3, -0.2], [0.6, -0.2, 0.3], [-0.4, -0.2, 0.2], [0.0, -0.1, 0.0], [-0.1, -0.3, -0.2], [-0.1, 0.2, 0.0], [0.2, 0.0, -0.2], [0.1, -0.3, 0.2], [0.1, -2.3, 1.4], [0.2, 0.0, 0.0], [-1.8, -1.4, 0.3], [-0.6, 0.5, 0.5], [-0.4, -0.7, -0.5], [1.2, -0.5, -0.2], [0.0, 0.2, 0.0], [0.0, 0.0, 0.1], [-0.3, -0.2, 0.1], [1.1, 1.6, -0.1], [-0.2, 0.3, -0.2], [0.2, 1.1, 1.4], [-0.5, 0.4, -0.4], [0.1, -0.2, 0.1], [-0.1, 0.0, -0.3]], "mulliken_charge": [0.48, 0.25, -0.11, 0.27, 0.33, 0.19, -1.49, 0.33, 0.47, -0.05, 0.35, -0.49, 0.50, 0.46, 0.49, -1.07, -0.68, -0.66, -0.03, -0.89, -0.67, -0.13, 0.35, 0.03, 0.69, -1.32, 0.42, 0.43, 0.41, -0.16, -0.53, 0.28, -0.16, 0.47, 0.37, 0.43, 0.30, -0.21, 0.51, 1.19, 1.06, -0.05, -0.73, 0.38, 0.45, -1.93, 0.64, 0.35, -0.70, -0.41, 0.40, 0.21]}

=====

Entry 3:
{"formula": "C7H15O3P2", "method": "ωB97M-V/def2-TZVPD", "total_charge": -1, "e_tot_ev": -32224.114, "homo_ev": -4.244, "mol_weight_g_mol": 209.1, "symbols": ["H", "H", "O", "C", "C", "H", "H", "H", "O", "H", "C", "H", "P", "H", "H", "H", "O", "H", "C", "H", "C", "P", "H", "H", "C", "C", "H"], "xyz": [[1.160, -1.472, 3.917], [-2.365, -0.377, -1.282], [-0.098, 1.842, -2.855], [1.216, 0.367, -1.009], [-0.525, -1.498, -1.609], [-1.639, 2.953, -1.284], [-0.692, -2.294, -2.324], [-0.751, -1.920, -0.579], [-1.914, 0.103, 0.992], [2.187, -1.016, 2.456], [0.467, 0.225, 2.529], [2.112, 0.059, 3.959], [-0.392, 1.118, -1.551], [2.113, 0.903, -1.288], [-1.490, -0.380, -2.884], [-0.332, 3.005, -0.153], [-1.140, -2.033, 2.149], [1.086, 0.216, 0.144], [1.077, -1.025, -1.548], [1.545, -1.868, -0.941], [-1.073, 2.334, -0.459], [-0.916, -0.534, 2.001], [0.356, 1.209, 2.440], [-1.787, 2.132, 0.371], [1.599, -0.594, 3.256], [-1.384, -0.342, -1.886], [1.580, -1.113, -2.560]], "forces_ev_per_angstrom": [[0.7, 1.7, -1.5], [1.5, 0.2, -1.1], [-0.3, -0.3, 0.5], [-2.3, -1.0, 3.1], [2.7, -1.1, 2.6], [0.8, -1.0, 1.5], [0.3, -0.2, -0.2], [0.3, 0.4, -1.1], [1.9, -0.4, 2.4], [0.8, -0.2, 0.2], [-0.3, -4.9, 1.0], [0.5, -0.1, -0.3], [1.7, 1.2, -2.0], [-0.1, 0.2, 0.0], [-1.1, 0.7, -3.7], [1.5, 0.9, 0.6], [0.8, 1.6, 0.5], [0.7, 0.8, -1.7], [-0.4, -3.2, -1.4], [-0.2, 1.3, -0.5], [-3.4, 1.2, -1.2], [-2.2, -2.0, -2.6], [0.4, 4.1, -0.1], [0.9, -0.4, -0.8], [-2.8, -0.3, 0.8], [-1.6, 0.6, 4.0], [-0.8, 0.1, 0.8]], "mulliken_charge": [0.25, 0.24, -0.82, -0.12, -0.50, 0.30, 0.40, 0.12, -0.65, 0.21, -0.55, 0.30, 0.93, 0.46, 0.65, 0.34, -0.73, -0.20, -0.81, 0.28, -1.07, 0.48, 0.69, 0.36, -0.95, -0.92, 0.31]}

=====

Entry 4:
{"formula": "CH2N4S", "method": "ωB97M-V/def2-TZVPD", "total_charge": 0, "smiles": "S=c1nn[nH][nH]1", "e_tot_ev": -17862.717, "homo_ev": -8.839, "mol_weight_g_mol": 102.1, "symbols": ["H", "S", "N", "C", "H", "N", "N", "N"], "xyz": [[-0.068, -1.486, -0.781], [-0.038, 0.979, -2.422], [-0.205, 1.445, 0.276], [-0.012, 0.597, -0.844], [0.440, -1.094, 1.677], [-0.204, 0.758, 1.329], [-0.105, -0.555, 1.053], [0.193, -0.645, -0.288]], "forces_ev_per_angstrom": [[0.0, 0.0, 0.0], [0.0, 0.1, -0.1], [0.0, 0.0, -0.1], [0.0, -0.5, 0.4], [0.6, -0.5, 0.8], [0.0, -0.1, 0.3], [-0.7, 0.9, -0.9], [0.0, 0.1, -0.5]], "mulliken_charge": [0.29, -0.35, -0.16, 0.26, 0.26, -0.23, 0.03, -0.11]}